Computed, not measured: 6 unconnected molecules or ions with the total composition C17H38N2O16S2 at a distorted geometry, with ωB97M-V with the def2-TZVPD basis set.

Element x y z (Å)
C (17.576, 30.009, 9.633)
N (18.590, 29.659, 10.725)
C (19.949, 30.289, 10.633)
C (18.045, 30.115, 11.979)
C (18.732, 28.173, 10.745)
C (19.539, 27.514, 11.884)
O (19.473, 26.184, 11.834)
H (17.644, 31.053, 9.602)
H (16.651, 29.630, 9.715)
H (17.989, 29.653, 8.765)
H (20.632, 30.088, 11.305)
H (19.920, 31.212, 10.156)
H (20.327, 29.577, 9.566)
H (18.767, 29.902, 12.840)
H (17.190, 29.575, 12.319)
H (17.966, 31.357, 11.835)
H (18.892, 27.787, 9.695)
H (17.779, 28.167, 10.955)
H (19.149, 27.937, 12.745)
H (20.619, 27.841, 11.905)
H (20.015, 25.758, 11.121)
N (21.261, 26.492, 8.724)
O (21.880, 27.424, 9.222)
O (20.859, 25.527, 9.389)
O (20.574, 26.825, 7.689)
O (27.316, 29.371, 10.677)
S (27.041, 28.952, 9.321)
O (26.662, 27.611, 8.952)
O (25.677, 29.783, 8.843)
C (24.653, 29.812, 9.800)
C (23.445, 30.596, 9.177)
C (28.290, 29.651, 8.235)
H (25.161, 30.262, 10.699)
H (24.319, 28.684, 10.005)
H (22.646, 30.004, 8.717)
H (23.808, 31.255, 8.492)
H (22.768, 31.066, 10.010)
H (29.308, 29.267, 8.373)
H (28.431, 30.689, 8.183)
H (28.153, 29.361, 7.180)
O (21.364, 22.300, 8.453)
S (20.489, 22.254, 7.318)
O (20.465, 21.155, 6.368)
O (18.915, 22.492, 7.826)
C (18.615, 22.701, 9.184)
C (17.126, 22.775, 9.545)
C (20.672, 23.678, 6.484)
H (18.862, 23.766, 9.568)
H (18.920, 21.905, 9.926)
H (16.697, 21.946, 9.861)
H (16.582, 23.352, 8.787)
H (16.962, 23.234, 10.406)
H (20.373, 24.503, 7.107)
H (19.886, 23.579, 5.696)
H (21.726, 23.737, 6.369)
C (23.664, 23.964, 10.836)
C (23.927, 25.427, 10.858)
O (25.138, 25.632, 11.610)
C (25.499, 24.453, 12.177)
O (26.450, 24.275, 12.992)
O (24.707, 23.471, 11.786)
H (23.906, 23.579, 9.798)
H (22.919, 23.540, 11.120)
H (23.041, 25.630, 11.169)
H (23.866, 25.580, 9.786)
C (20.948, 29.759, 5.394)
C (19.486, 29.847, 5.479)
O (19.273, 31.248, 5.692)
C (20.452, 31.840, 5.921)
O (20.644, 33.019, 6.190)
O (21.424, 31.073, 5.686)
H (21.149, 29.575, 4.253)
H (21.442, 29.074, 5.923)
H (19.295, 29.021, 6.098)
H (18.911, 29.756, 4.635)

HOMO-LUMO gap	8.70	eV
E_tot	-75639.63309	eV
total charge	0
largest force on an atom	12.69	eV/Å
energy relative to the best compared isomer or geometry (same formula, charge and spin)	236.19	kJ/mol

Atomic charges from the Mulliken analysis, expressed in e, are listed below: atom 1 (C): -1.13, atom 2 (N): 0.02, atom 3 (C): -1.08, atom 4 (C): -0.92, atom 5 (C): -0.46, atom 6 (C): -0.69, atom 7 (O): -0.58, atom 8 (H): 0.47, atom 9 (H): 0.38, atom 10 (H): 0.48, atom 11 (H): 0.53, atom 12 (H): 0.47, atom 13 (H): 0.17, atom 14 (H): 0.43, atom 15 (H): 0.37, atom 16 (H): 0.35, atom 17 (H): 0.44, atom 18 (H): 0.58, atom 19 (H): 0.50, atom 20 (H): 0.16, atom 21 (H): 0.35, atom 22 (N): 0.64, atom 23 (O): -0.35, atom 24 (O): -0.38, atom 25 (O): -0.73, atom 26 (O): -0.63, atom 27 (S): 1.19, atom 28 (O): -0.55, atom 29 (O): -0.28, atom 30 (C): 0.06, atom 31 (C): -0.70, atom 32 (C): -1.04, atom 33 (H): 0.41, atom 34 (H): -0.06, atom 35 (H): -0.15, atom 36 (H): 0.56, atom 37 (H): 0.10, atom 38 (H): 0.38, atom 39 (H): 0.37, atom 40 (H): 0.35, atom 41 (O): -0.52, atom 42 (S): 1.05, atom 43 (O): -0.64, atom 44 (O): -0.34, atom 45 (C): 0.43, atom 46 (C): -1.73, atom 47 (C): -0.50, atom 48 (H): -0.06, atom 49 (H): 0.21, atom 50 (H): 0.53, atom 51 (H): 0.32, atom 52 (H): 0.57, atom 53 (H): -0.07, atom 54 (H): 0.34, atom 55 (H): 0.39, atom 56 (C): -0.51, atom 57 (C): 0.11, atom 58 (O): -0.32, atom 59 (C): 0.52, atom 60 (O): -0.63, atom 61 (O): -0.40, atom 62 (H): 0.16, atom 63 (H): 0.45, atom 64 (H): 0.29, atom 65 (H): 0.27, atom 66 (C): -0.39, atom 67 (C): -0.17, atom 68 (O): -0.39, atom 69 (C): 0.73, atom 70 (O): -0.62, atom 71 (O): -0.30, atom 72 (H): 0.20, atom 73 (H): 0.39, atom 74 (H): 0.16, atom 75 (H): 0.39